Here is a molecular structure, C31H50AsN4O10PSTa from the OMol25 dataset. Energies are from ωB97M-V/def2-TZVPD.

Calculated values
gap between HOMO and LUMO = 7.730 eV
total energy = -5215.179742 hartree
LUMO energy = -2.45 eV
charge = +1
M = 957.67 g/mol
maximum force = 0.6 eV/A

```
99
Properties=species:S:1:pos:R:3:mulliken_charge:R:1
Ta -0.337 0.442 -0.959 0.20
O -3.185 -1.917 -2.649 -0.66
C -2.054 -1.497 -2.765 0.02
O -1.698 -0.350 -2.202 0.50
C -1.031 -2.165 -3.610 -0.13
C -1.505 -2.936 -4.671 -1.13
C -0.632 -3.557 -5.543 -0.65
C 0.736 -3.415 -5.346 -0.71
C 1.217 -2.668 -4.286 -0.92
C 0.344 -2.032 -3.400 1.05
S 1.117 -1.224 -2.034 -0.07
H -2.576 -3.029 -4.794 0.50
H -1.010 -4.143 -6.369 0.43
H 1.435 -3.892 -6.020 0.42
H 2.284 -2.570 -4.128 0.57
O 1.627 3.026 -3.543 -0.66
C 1.308 2.210 -2.722 0.14
O 0.165 1.572 -2.676 -0.60
C 2.193 1.864 -1.500 0.29
O 3.314 2.236 -1.343 -0.56
O 1.489 1.164 -0.596 0.03
C 0.986 3.937 3.170 -1.01
N 0.059 2.957 2.623 0.50
C -1.180 2.682 3.340 -0.80
C 0.352 2.275 1.538 -0.19
O -0.413 1.400 1.073 -1.79
H 1.280 3.648 4.179 0.35
H 0.517 4.920 3.203 0.38
H 1.877 3.982 2.548 0.35
H -1.310 3.434 4.113 0.45
H -1.136 1.695 3.802 0.22
H -2.025 2.710 2.655 0.25
H 1.307 2.506 1.066 0.29
C 5.779 3.538 2.445 -1.60
C 5.047 2.273 2.099 0.46
C 5.384 1.548 0.966 -0.76
C 4.707 0.390 0.612 1.04
C 5.105 -0.327 -0.652 -1.86
C 3.643 -0.047 1.418 1.27
C 2.902 -1.246 0.997 -0.79
O 1.742 -1.489 1.267 -0.30
C 3.288 0.666 2.577 0.61
C 2.202 0.203 3.510 -0.81
C 4.005 1.809 2.899 -0.99
H 6.841 3.453 2.216 0.43
H 5.674 3.784 3.502 0.38
H 5.389 4.376 1.863 0.30
H 6.190 1.899 0.332 0.39
H 5.925 0.198 -1.136 0.38
H 4.277 -0.370 -1.362 0.25
H 5.433 -1.349 -0.456 0.46
H 3.449 -1.938 0.337 0.34
H 2.349 -0.838 3.801 0.46
H 1.225 0.249 3.033 -0.39
H 2.199 0.814 4.414 0.46
H 3.767 2.339 3.815 0.41
C -4.281 -2.202 2.143 -1.26
N -3.395 -1.608 1.148 0.65
C -4.099 -0.804 0.152 -0.51
P -1.834 -2.057 0.996 -0.88
O -1.073 -0.910 0.306 3.27
N -1.309 -2.282 2.522 0.72
C -1.354 -1.177 3.468 -0.92
C -0.481 -3.404 2.948 -0.91
N -1.631 -3.428 0.155 0.71
C -2.731 -4.325 -0.197 -0.93
C -0.306 -3.876 -0.273 -1.14
H -5.059 -2.799 1.660 0.43
H -4.768 -1.412 2.719 0.31
H -3.723 -2.840 2.824 0.32
H -4.764 -1.425 -0.452 0.35
H -3.397 -0.321 -0.518 -0.48
H -4.686 -0.043 0.672 0.39
H -1.864 -0.323 3.024 0.13
H -0.344 -0.874 3.750 0.23
H -1.893 -1.478 4.370 0.41
H -0.632 -4.258 2.294 0.31
H -0.773 -3.695 3.958 0.39
H 0.578 -3.134 2.942 0.12
H -3.649 -4.030 0.303 0.24
H -2.482 -5.341 0.119 0.34
H -2.902 -4.309 -1.274 0.18
H 0.461 -3.172 0.048 0.15
H -0.269 -3.958 -1.361 0.34
H -0.093 -4.859 0.156 0.40
C -4.161 3.055 -1.873 -1.16
As -2.383 2.664 -2.456 0.85
C -1.446 4.287 -2.808 -1.20
C -2.544 1.646 -4.067 -1.13
O -1.699 1.932 -1.065 -0.40
H -4.711 3.567 -2.661 0.43
H -4.121 3.677 -0.981 0.38
H -4.649 2.110 -1.640 0.31
H -2.050 4.904 -3.473 0.46
H -0.494 4.049 -3.281 0.34
H -1.285 4.808 -1.867 0.36
H -2.873 2.350 -4.833 0.61
H -3.289 0.866 -3.926 0.33
H -1.578 1.225 -4.325 0.28
```



Here is 2 unconnected molecules or ions with the total composition C9H13NO2 at a distorted geometry from the OMol25 dataset. Energies are from ωB97M-V/def2-TZVPD.

Calculated values
<S²> = 0.766
gap between HOMO and LUMO (alpha / beta) = 7.925 / 4.126 eV
total energy = -555.673242 hartree
LUMO energy (alpha / beta) = -4.18 / -7.98 eV
charge = +1
M = 167.21 g/mol
maximum force = 2.0 eV/A
multiplicity = 2

```
25
Properties=species:S:1:pos:R:3:lowdin_spin:R:1
C 1.001 0.382 -3.823 0.00
C -0.180 1.271 -3.696 0.00
O -0.147 2.468 -3.537 0.00
N -1.399 0.647 -3.867 0.00
H -2.147 1.297 -3.648 0.00
H -1.568 -0.349 -3.904 0.00
H 1.885 0.967 -4.065 0.00
H 0.828 -0.438 -4.514 0.00
H 1.273 -0.083 -2.869 0.00
C 1.977 -1.826 2.213 0.05
C -1.422 0.719 2.034 0.23
C -1.603 -0.632 2.364 0.07
C -0.128 1.198 1.679 0.08
C -0.530 -1.481 2.376 0.08
C 0.929 0.336 1.576 0.05
C 0.752 -1.020 1.967 0.27
O -2.435 1.596 2.055 0.13
H -2.832 1.570 2.965 0.01
H -2.574 -0.940 2.734 0.00
H 0.057 2.179 1.257 0.00
H -0.622 -2.490 2.753 0.00
H 1.904 0.732 1.334 0.00
H 2.444 -1.609 3.171 0.02
H 2.609 -1.583 1.343 0.01
H 1.929 -2.910 2.101 0.00
```



Here is 2 unconnected molecules or ions with the total composition C9H18OSi2 at a distorted geometry from the OMol25 dataset. Energies are from ωB97M-V/def2-TZVPD.

Calculated values
gap between HOMO and LUMO (alpha / beta) = 6.996 / 6.372 eV
total energy = -1007.780843 hartree
LUMO energy (alpha / beta) = 0.64 / 0.58 eV
charge = 0
M = 198.41 g/mol
maximum force = 4.1 eV/A

```
30
Properties=species:S:1:pos:R:3:nbo_charge:R:1
C 3.004 1.488 0.874 -0.35
C -3.235 0.501 -2.450 -0.35
C 2.042 0.702 1.238 -0.65
C -2.804 -0.352 -1.473 -0.72
C 0.172 -1.691 0.869 0.12
C 1.467 -0.861 -1.652 -1.05
C 3.490 -1.739 0.634 -1.09
C -3.123 -0.108 1.782 -1.09
C -1.195 1.870 0.079 -1.10
O -0.231 -2.611 1.536 -0.54
Si 1.846 -0.862 0.294 1.44
Si -2.195 0.240 0.148 1.32
H 3.144 2.515 1.126 0.21
H 3.548 1.066 0.042 0.17
H -3.861 0.303 -3.309 0.19
H -3.182 1.580 -2.353 0.17
H 1.218 0.999 1.970 0.23
H -3.119 -1.391 -1.694 0.24
H 1.547 0.137 -2.049 0.23
H 2.271 -1.307 -2.122 0.23
H 0.452 -1.207 -1.901 0.26
H 3.739 -2.097 1.615 0.25
H 3.674 -2.554 0.025 0.23
H 4.157 -0.886 0.422 0.23
H -3.217 -1.175 1.979 0.26
H -2.423 0.390 2.377 0.23
H -4.082 0.440 1.880 0.23
H -1.834 2.724 0.298 0.23
H -0.441 1.979 0.765 0.24
H -0.827 1.909 -0.951 0.24
```



Relative energy (zero: lowest compared OMol25 entry of this formula, charge and spin), record by record: 14.7, 33.1, 86.8 kcal per mole